The following is a DFT calculation (ωB97M-V with the def2-TZVPD basis set) of a single C3H3Cl3Si molecule in a non-equilibrium geometry.

## Properties
largest force on an atom = 7.744 eV/A
net charge = 0
energy above the lowest of the compared OMol25 structures with the same formula, charge and spin = 24.8 kcal/mol

Each atom is followed by the atoms it is bonded to, with distances in Å.
Geometry (Å):
1 C -1.101 0.044 -0.287  C2 1.491, C3 1.480
2 C -0.111 0.535 0.714  C1 1.491, Si4 1.853, H8 1.114
3 C -2.085 -0.535 -1.229  C1 1.480, H9 1.041, H10 1.102
4 Si 1.686 0.085 0.658  C2 1.853, Cl5 2.005, Cl6 2.011, Cl7 2.037
5 Cl 2.282 -1.065 2.189  Si4 2.005
6 Cl 2.072 -0.820 -1.096  Si4 2.011
7 Cl 2.514 1.936 0.847  Si4 2.037
8 H -0.410 1.398 1.352  C2 1.114
9 H -2.300 -0.067 -2.134  C3 1.041
10 H -2.547 -1.512 -1.014  C3 1.102


The following is a DFT calculation (ωB97M-V with the def2-TZVPD basis set) of 2 unconnected molecules or ions with the total composition C20H25N2S2 in a non-equilibrium geometry.

## Properties
largest force on an atom = 2.287 eV/A
net charge = +1
energy above the lowest of the compared OMol25 structures with the same formula, charge and spin = 0.0 kcal/mol

Each atom is followed by the atoms it is bonded to, with distances in Å.
Geometry (Å):
1 C 0.547 6.209 4.382  N2 1.451, H20 1.095, H21 1.105, H22 1.097
2 N 0.895 6.178 2.974  C1 1.451, C3 1.352, C15 1.398
3 C -0.037 5.911 2.031  N2 1.352, C5 1.457, N12 1.356
4 H -0.148 3.263 2.109  C40 1.050
5 C -1.469 6.080 2.238  C3 1.457, C6 1.403, C11 1.404
6 C -1.765 7.450 2.169  C5 1.403, C7 1.363, H23 1.094
7 C -3.043 7.894 2.339  C6 1.363, C8 1.391, H24 1.102
8 C -4.048 6.964 2.583  C7 1.391, C9 1.490, C10 1.401
9 C -5.422 7.515 2.752  C8 1.490, H25 1.092, H26 1.099, H27 1.099
10 C -3.770 5.594 2.663  C8 1.401, C11 1.398, H28 1.097
11 C -2.464 5.123 2.490  C5 1.404, C10 1.398, H29 1.089
12 N 0.566 5.984 0.819  C3 1.356, C13 1.451, C14 1.401
13 C -0.170 5.783 -0.415  N12 1.451, H30 1.096, H31 1.100, H32 1.105
14 C 1.896 6.395 0.977  N12 1.401, C15 1.408, C19 1.400
15 C 2.107 6.514 2.364  N2 1.398, C14 1.408, C16 1.400
16 C 2.968 7.487 2.885  C15 1.400, C17 1.408, H33 1.088
17 C 3.627 8.338 1.977  C16 1.408, C18 1.392, H34 1.084
18 C 3.422 8.223 0.605  C17 1.392, C19 1.412, H35 1.085
19 C 2.546 7.249 0.078  C14 1.400, C18 1.412, H36 1.087
20 H 1.422 6.524 4.961  C1 1.095
21 H -0.307 6.866 4.630  C1 1.105
22 H 0.259 5.198 4.695  C1 1.097
23 H -0.981 8.188 1.973  C6 1.094
24 H -3.256 8.973 2.281  C7 1.102
25 H -6.141 6.714 2.941  C9 1.092
26 H -5.420 8.230 3.587  C9 1.099
27 H -5.698 8.067 1.842  C9 1.099
28 H -4.606 4.913 2.861  C10 1.097
29 H -2.250 4.056 2.530  C11 1.089
30 H 0.498 5.989 -1.259  C13 1.096
31 H -0.510 4.738 -0.470  C13 1.100
32 H -1.075 6.411 -0.498  C13 1.105
33 H 2.994 7.605 3.966  C16 1.088
34 H 4.278 9.111 2.367  C17 1.084
35 H 3.912 8.906 -0.080  C18 1.085
36 H 2.255 7.198 -0.968  C19 1.087
37 C -0.082 -0.712 1.753  C38 1.525, C42 1.524, H43 1.090, H44 1.093
38 C -1.379 -0.042 2.196  C37 1.525, S39 1.772, H45 1.098, H46 1.092
39 S -1.552 1.619 1.602  C38 1.772, C40 1.804
40 C -0.114 2.277 2.470  H4 1.050, S39 1.804, S41 1.789, H47 1.100
41 S 1.412 1.667 1.763  C40 1.789, C42 1.781
42 C 1.210 -0.045 2.210  C37 1.524, S41 1.781, H48 1.093, H49 1.099
43 H -0.090 -1.738 2.121  C37 1.090
44 H -0.076 -0.787 0.662  C37 1.093
45 H -2.251 -0.553 1.768  C38 1.098
46 H -1.494 -0.005 3.281  C38 1.092
47 H -0.127 2.259 3.570  C40 1.100
48 H 1.320 -0.075 3.296  C42 1.093
49 H 2.073 -0.561 1.767  C42 1.099


The following is a DFT calculation (ωB97M-V with the def2-TZVPD basis set) of 2 unconnected molecules or ions with the total composition C9H14O in a non-equilibrium geometry.

## Properties
largest force on an atom = 5.960 eV/A
net charge = 0
energy above the lowest of the compared OMol25 structures with the same formula, charge and spin = 58.8 kcal/mol

Each atom is followed by the atoms it is bonded to, with distances in Å.
Geometry (Å):
1 C 0.955 -2.938 -1.753  C2 1.572, H3 1.113, H4 1.045, H5 1.189
2 C -0.121 -2.563 -2.836  C1 1.572, H6 1.048, H7 1.109, H8 1.085
3 H 1.926 -3.162 -2.249  C1 1.113
4 H 1.100 -2.384 -0.879  C1 1.045
5 H 1.014 -4.082 -1.435  C1 1.189
6 H -0.284 -3.231 -3.627  C2 1.048
7 H 0.116 -1.536 -3.182  C2 1.109
8 H -0.976 -2.446 -2.179  C2 1.085
9 C 2.283 1.657 1.342  C13 1.523, H21 1.192, H22 1.162, H24 1.106
10 C -1.471 2.449 0.654  C11 1.401, C12 1.465, H17 1.144
11 C -0.083 2.641 0.691  C10 1.401, C13 1.390, H18 1.126
12 C -2.125 1.282 1.251  C10 1.465, C14 1.383, O16 1.424
13 C 0.792 1.616 1.031  C9 1.523, C11 1.390, C15 1.429
14 C -1.220 0.286 1.566  C12 1.383, C15 1.446, H20 1.111
15 C 0.220 0.391 1.494  C13 1.429, C14 1.446, H23 1.096
16 O -3.545 1.261 1.136  C12 1.424, H19 1.013
17 H -2.245 3.176 0.229  C10 1.144
18 H 0.434 3.475 0.139  C11 1.126
19 H -3.923 0.321 1.151  O16 1.013
20 H -1.692 -0.674 1.866  C14 1.111
21 H 2.745 1.013 0.452  C9 1.192
22 H 2.524 1.268 2.410  C9 1.162
23 H 0.868 -0.492 1.453  C15 1.096
24 H 2.711 2.675 1.276  C9 1.106


Q: Which of these has the highest net charge?
A: C20H25N2S2


Q: The highest largest force on an atom belongs to which entry?
A: C3H3Cl3Si


Q: Number 2 is which compound?
A: C20H25N2S2